No. 1
{"formula": "C27H26N6O2PtS2", "method": "the ωB97M-V functional and the def2-TZVPD basis", "symbols": ["Pt", "N", "C", "C", "C", "C", "C", "C", "C", "C", "C", "C", "C", "C", "N", "C", "C", "C", "C", "N", "H", "H", "H", "H", "H", "H", "H", "H", "H", "H", "N", "C", "C", "C", "C", "N", "H", "H", "H", "H", "H", "H", "H", "H", "H", "H", "H", "H", "O", "S", "O", "N", "C", "S", "C", "C", "C", "C", "C", "C", "H", "H", "H", "H"], "coordinates": [[0.861, -0.639, -0.113], [-9.088, -0.473, 2.275], [-7.971, -0.521, 2.009], [-6.587, -0.551, 1.684], [-5.766, 0.518, 2.045], [-4.426, 0.496, 1.722], [-3.867, -0.580, 1.025], [-4.698, -1.647, 0.674], [-6.039, -1.634, 0.997], [-2.428, -0.585, 0.725], [-1.875, 0.574, 0.164], [-2.550, 1.748, -0.259], [-1.583, 2.669, -0.600], [-0.345, 2.041, -0.405], [-0.519, 0.795, 0.040], [-1.665, -1.689, 1.162], [-2.121, -2.737, 1.995], [-1.017, -3.499, 2.320], [0.075, -2.915, 1.675], [-0.307, -1.836, 0.977], [-6.188, 1.356, 2.581], [-3.789, 1.312, 2.031], [-4.284, -2.477, 0.116], [-6.680, -2.460, 0.722], [-3.614, 1.871, -0.345], [-1.735, 3.678, -0.940], [0.639, 2.456, -0.552], [-3.135, -2.881, 2.319], [-0.988, -4.369, 2.952], [1.100, -3.237, 1.745], [2.434, -2.085, -0.365], [3.774, -1.875, 0.296], [3.761, -1.384, 1.772], [3.720, 0.145, 1.945], [2.977, 0.593, 3.220], [1.551, 0.314, 3.110], [2.093, -3.001, -0.088], [2.607, -2.115, -1.369], [4.318, -1.150, -0.308], [4.310, -2.829, 0.256], [4.651, -1.776, 2.269], [2.886, -1.806, 2.271], [3.187, 0.591, 1.106], [4.728, 0.564, 1.941], [3.118, 1.669, 3.330], [3.401, 0.094, 4.099], [0.986, 1.108, 3.376], [1.262, -0.475, 3.674], [3.664, 2.192, -0.931], [3.346, 1.208, -1.924], [4.341, 0.189, -2.152], [1.911, 0.440, -1.570], [1.124, 0.410, -2.664], [-0.164, -0.671, -2.690], [1.533, 1.303, -3.730], [0.847, 1.663, -4.883], [1.400, 2.621, -5.715], [2.631, 3.204, -5.427], [3.340, 2.825, -4.292], [2.769, 1.893, -3.459], [-0.120, 1.227, -5.094], [0.855, 2.936, -6.595], [3.033, 3.961, -6.085], [4.314, 3.235, -4.063]], "lowdin_charge": [1.054, 0.163, -0.186, -0.227, -0.007, -0.013, -0.163, -0.014, -0.009, -0.018, -0.266, -0.022, -0.051, -0.136, -0.135, -0.244, -0.024, -0.073, -0.159, -0.120, 0.123, 0.124, 0.129, 0.123, 0.111, 0.098, 0.110, 0.105, 0.095, 0.091, -0.084, -0.201, -0.186, -0.211, -0.281, -0.009, 0.077, 0.090, 0.085, 0.113, 0.110, 0.081, 0.061, 0.113, 0.108, 0.107, 0.065, 0.062, -0.289, 0.653, -0.300, -0.309, -0.838, 0.668, -0.232, -0.010, -0.058, -0.058, -0.032, -0.205, 0.108, 0.109, 0.108, 0.124], "lumo_energy_ev": -1.231, "fmax_ev_per_a": 2.2, "gap_ha": 0.21060, "multiplicity": 1, "relative_energy_kcal_mol": 3.7}

---

No. 2
{"formula": "C5H29O10S2", "method": "the ωB97M-V functional and the def2-TZVPD basis", "symbols": ["C", "C", "O", "C", "S", "S", "C", "C", "H", "H", "H", "H", "H", "H", "H", "H", "H", "H", "H", "H", "H", "O", "H", "H", "O", "H", "H", "O", "H", "H", "O", "H", "H", "O", "H", "H", "O", "H", "H", "O", "H", "H", "O", "H", "H", "O"], "coordinates": [[-1.180, 1.487, 2.730], [-1.362, 0.454, 1.633], [-2.412, -0.133, 1.436], [0.015, 2.415, 2.597], [0.237, 3.311, 1.075], [3.246, 0.917, 2.973], [3.228, 0.625, 1.187], [3.133, -0.885, 0.807], [-2.136, 2.022, 2.748], [-1.178, 0.820, 3.595], [-0.480, 0.197, 1.040], [-0.934, 4.063, 1.085], [0.065, 3.039, 3.537], [0.972, 1.928, 2.944], [2.415, 1.156, 0.671], [4.172, 0.900, 0.767], [2.255, -1.375, 1.219], [3.136, -0.961, -0.292], [3.926, -1.489, 1.267], [-2.347, -2.723, -2.430], [-1.082, -2.578, -1.600], [-1.641, -3.257, -2.047], [-4.055, -0.641, -0.801], [-2.768, -1.129, -0.224], [-3.198, -0.982, -1.077], [0.716, -1.138, -1.330], [0.721, -1.844, 0.034], [0.150, -1.624, -0.716], [1.600, 0.838, -3.368], [1.923, 1.658, -2.152], [1.799, 1.755, -3.115], [-0.540, 1.944, -2.488], [-0.264, 2.747, -3.591], [-0.939, 2.733, -2.890], [-1.115, -3.914, 1.041], [-1.172, -2.815, 1.917], [-0.514, -3.497, 1.681], [-2.163, 1.201, -2.995], [-2.246, -0.176, -2.479], [-2.252, 0.291, -3.342], [-0.316, -1.660, -3.536], [-0.661, -0.204, -3.703], [0.122, -0.818, -3.723], [1.585, -0.273, 3.435], [0.857, -1.663, 3.176], [0.680, -0.725, 3.304]], "lowdin_charge": [-0.237, -0.263, -0.002, -0.643, 0.687, 0.325, -0.743, -0.206, 0.111, 0.111, 0.102, -0.120, 0.091, -0.012, 0.017, 0.019, 0.018, 0.056, 0.062, 0.014, -0.022, -0.089, 0.063, 0.019, -0.059, 0.041, 0.029, -0.056, 0.018, 0.050, -0.061, 0.018, 0.047, -0.076, 0.043, 0.039, -0.062, 0.030, 0.019, -0.078, 0.022, 0.002, -0.089, -0.090, 0.011, -0.157], "lumo_energy_ev": 2.469, "total_charge": -1, "fmax_ev_per_a": 3.3, "gap_ha": 0.22960, "multiplicity": 1, "relative_energy_kcal_mol": 0.0}

---

No. 3
{"formula": "C4H10N3O", "method": "the ωB97M-V functional and the def2-TZVPD basis", "symbols": ["C", "C", "C", "C", "N", "N", "N", "O", "H", "H", "H", "H", "H", "H", "H", "H", "H", "H"], "coordinates": [[3.352, 1.719, -0.403], [-2.830, 0.812, -0.228], [-2.616, -1.663, -0.010], [-0.598, -0.266, 0.155], [2.650, 0.902, 0.274], [-1.981, -0.336, -0.015], [0.209, 0.769, 0.103], [-2.453, 1.842, 0.188], [4.461, 2.023, -0.304], [2.701, 2.255, -1.157], [-3.797, 0.504, -0.668], [-2.677, -2.033, 1.044], [-3.640, -1.440, -0.501], [-2.075, -2.367, -0.589], [-0.251, -1.301, 0.174], [3.235, 0.381, 1.002], [1.277, 0.739, -0.002], [-0.224, 1.685, 0.245]], "lowdin_charge": [-0.025, -0.225, -0.018, -0.045, -0.001, -0.096, 0.192, 0.130, 0.124, 0.099, 0.150, 0.118, 0.123, 0.076, 0.154, 0.132, -0.011, 0.125], "lumo_energy_ev": -3.875, "total_charge": 1, "fmax_ev_per_a": 4.2, "gap_ha": 0.38723, "multiplicity": 1, "relative_energy_kcal_mol": 28.6}